This record from OMol25 describes an isolated molecule of C3H8N2O. The level of theory is wB97M-V/def2-TZVPD.

Structure (XYZ):
```
14
C3H8N2O | OMol25 | wB97M-V/def2-TZVPD
C -1.033 -0.499 1.148
N -0.494 -0.216 -0.237
C -1.000 1.099 -0.720
C 0.989 -0.302 -0.596
O 1.337 -0.140 -1.742
N 1.733 -0.574 0.476
H -0.638 -1.487 1.429
H -0.595 0.274 1.797
H -0.915 -0.915 -0.852
H -0.684 1.266 -1.750
H -2.083 1.076 -0.609
H -0.588 1.870 -0.066
H 2.723 -0.718 0.366
H 1.249 -0.734 1.355
```

Properties
total charge	0
E_HOMO	-0.255	Eh
gap between HOMO and LUMO	7.6	eV
2S+1	1

This record from OMol25 describes a cluster of 2 separate species, C4H5O2P in total in a non-equilibrium geometry. The level of theory is wB97M-V/def2-TZVPD.

Structure (XYZ):
```
12
C4H5O2P | OMol25 | wB97M-V/def2-TZVPD
C 0.235 1.957 0.176
C -0.884 1.482 0.131
O -2.065 0.959 0.195
P -2.303 -0.685 0.665
H 1.179 2.228 0.047
H -2.149 -1.147 -0.580
H -3.710 -0.382 0.584
C 1.455 -0.779 1.587
C 0.823 -0.972 0.512
O 0.331 -1.146 -0.544
H 1.834 -1.509 2.186
H 1.068 -0.030 2.193
```

Properties
total charge	0
E_HOMO	-0.342	Eh
SMILES	C#COP.C=C=O
gap between HOMO and LUMO	9.7	eV
2S+1	1

This record from OMol25 describes a cluster of 4 separate species, C3H9N3O2 in total in a non-equilibrium geometry. The level of theory is wB97M-V/def2-TZVPD.

Structure (XYZ):
```
17
C3H9N3O2 | OMol25 | wB97M-V/def2-TZVPD
C -2.765 -0.622 -0.068
C 0.643 0.043 -0.095
C 1.972 -0.718 -0.457
H -3.056 -0.949 1.371
H -3.968 0.065 -0.793
H -1.895 -1.595 -1.072
H -1.216 0.033 1.412
H 2.189 -0.406 -1.416
H 1.655 -1.873 -0.395
H 3.085 -0.599 1.263
H 1.767 1.598 0.543
H -0.699 2.165 -0.403
N -1.475 0.309 0.312
N -0.431 -0.601 -0.277
N 0.823 1.392 0.445
O 3.133 -0.426 0.163
O 0.235 2.184 -0.533
```

Properties
total charge	0
E_HOMO	-0.336	Eh
gap between HOMO and LUMO	9.3	eV
2S+1	1